[1]
# C23H26N5O11SV

A molecular structure, C23H26N5O11SV in a non-equilibrium geometry (ωB97M-V/def2-TZVPD, OMol25).

- E (eV) = -90767.868
- gap between HOMO and LUMO (spin up / spin down) (eV) = 3.22 / 6.29
- charge = -1
- multiplicity = 4
- LUMO level (spin up / spin down) (eV) = 1.48 / 1.48

Structure (XYZ):
```
67
Properties=species:S:1:pos:R:3:forces:R:3
V -0.288651 0.235671 -0.838867 0.967 0.898 0.655
C 1.357277 -1.969986 3.366866 -0.087 0.049 -0.005
N -0.041617 -1.590506 3.200706 0.128 -0.024 0.059
C -0.567293 -0.592209 4.127006 0.086 -0.053 -0.006
C -0.799250 -1.998883 2.178711 -0.385 0.061 -0.226
O -2.007956 -1.762459 2.092674 0.225 -0.169 -0.240
C -0.118712 -2.843305 1.087155 -0.150 0.071 -0.123
O -0.661096 -2.647545 -0.226608 0.130 -0.035 0.083
C -2.018359 -2.888277 -0.451755 0.137 0.144 0.289
C -2.725136 -1.550322 -0.576501 0.320 0.085 0.493
O -2.045138 -0.520172 -0.635116 -1.032 -0.221 -0.170
N -4.048630 -1.491724 -0.628771 -0.416 -0.138 -0.328
C -4.718452 -0.214129 -0.850743 -0.003 -0.079 0.087
C -4.853049 -2.695742 -0.758338 -0.033 0.062 0.154
H 1.590289 -1.918438 4.429451 0.010 0.005 0.010
H 2.033164 -1.305328 2.826787 0.013 0.035 -0.009
H 1.531755 -2.994842 3.043513 -0.002 -0.003 -0.011
H -0.818135 -1.048339 5.088840 0.004 -0.007 -0.005
H -1.437021 -0.113352 3.696590 -0.047 0.041 -0.069
H 0.189856 0.177457 4.275415 0.017 -0.002 0.020
H -0.193625 -3.900592 1.365537 -0.048 -0.058 -0.005
H 0.931392 -2.597796 0.965987 0.064 0.035 -0.020
H -2.480787 -3.457388 0.348362 -0.025 -0.105 0.135
H -2.133586 -3.445495 -1.390867 0.082 0.024 -0.029
H -4.025713 0.597374 -0.658036 0.030 -0.007 0.015
H -5.562514 -0.134010 -0.166824 -0.005 -0.003 -0.002
H -5.082204 -0.147113 -1.879386 0.005 0.003 0.003
H -4.486498 -3.483807 -0.103706 -0.011 0.028 -0.033
H -4.877819 -3.063115 -1.788245 0.003 0.011 -0.005
H -5.870313 -2.460575 -0.454249 -0.021 -0.007 0.009
O 3.053560 -1.496666 0.233079 0.132 0.109 0.015
C 2.327633 -0.524129 0.111382 -0.481 -0.111 -0.287
O 1.452238 -0.452564 -0.893694 0.525 -0.159 0.189
C 2.347346 0.619082 1.058529 0.218 0.047 0.072
C 3.597653 1.059338 1.523357 -0.217 -0.174 -0.100
C 3.610206 2.096262 2.421981 0.189 0.245 0.204
C 2.450104 2.676190 2.926151 -0.102 -0.159 -0.075
C 1.186669 2.195305 2.524995 0.102 -0.044 0.003
C 1.126429 1.158090 1.516810 -0.186 -0.070 -0.102
O -0.008584 0.690862 1.066980 0.030 -0.300 -0.096
N 0.065783 2.745108 3.131732 -0.440 0.208 0.206
O -1.120649 2.347859 2.844293 0.519 0.169 0.076
O 0.256046 3.665309 4.005503 -0.051 -0.330 -0.298
N 4.911762 2.609235 2.875390 -0.308 -0.125 -0.150
O 4.929328 3.504645 3.696262 -0.057 0.223 0.219
O 5.927819 2.120371 2.407807 0.141 -0.154 -0.124
H 4.508428 0.596941 1.177324 0.001 -0.005 -0.008
H 2.482920 3.477604 3.640845 0.020 0.048 0.046
C -0.601895 3.114770 -0.452901 0.119 -0.268 -0.127
O -0.496091 1.967556 -1.296229 -0.020 0.368 -0.104
H -0.982640 2.868997 0.540024 -0.064 -0.048 0.009
H -1.263271 3.837403 -0.938962 -0.021 0.012 0.002
H 0.380541 3.580495 -0.329625 0.022 0.006 -0.027
S -0.917145 -0.989847 -5.355290 -0.048 -0.070 -0.203
C -1.175187 -0.864973 -3.663753 -0.362 -0.250 0.100
N -0.346621 -0.152176 -2.995615 0.515 0.221 -0.433
C 0.629956 0.392339 -3.855576 -0.289 -0.129 0.456
C 1.680391 1.225034 -3.467695 0.029 0.049 -0.075
C 2.547621 1.664529 -4.441901 -0.001 -0.013 -0.048
C 2.386248 1.292385 -5.786791 0.120 0.092 0.067
C 1.351798 0.476010 -6.179606 -0.167 -0.083 0.061
C 0.469586 0.030789 -5.189747 0.161 0.057 -0.230
H -2.012021 -1.374449 -3.202610 0.047 0.034 -0.031
H 1.790438 1.511790 -2.434011 -0.006 -0.016 0.034
H 3.369912 2.309433 -4.160863 -0.004 -0.009 -0.029
H 3.089520 1.654564 -6.527029 -0.025 -0.009 0.023
H 1.221962 0.191450 -7.216103 0.002 -0.002 0.037
```
Forces are in eV/Å.

***

[2]
# C23H26O4Ru

A molecular structure, C23H26O4Ru (ωB97M-V/def2-TZVPD, OMol25).

- E (eV) = -35024.039
- gap between HOMO and LUMO (spin up / spin down) (eV) = 6.79 / 6.77
- charge = +2
- multiplicity = 5
- LUMO level (spin up / spin down) (eV) = -7.87 / -8.13

Structure (XYZ):
```
54
Properties=species:S:1:pos:R:3:forces:R:3
Ru 0.431616 -0.143830 1.498624 -0.072 0.176 0.580
C 0.033973 -2.612306 3.024087 -0.306 0.139 -0.122
C 1.235117 -2.160586 3.802718 0.208 0.100 0.096
O 1.801978 -1.001889 3.144473 -0.118 -0.041 0.224
C 2.297840 0.021157 4.050842 0.070 -0.215 -0.026
C 1.917223 1.386050 3.535730 -0.203 0.111 -0.055
O 0.502919 1.304241 3.272634 0.126 0.129 -0.074
C -0.171158 2.467683 2.765804 0.186 -0.064 0.114
C -1.607832 2.044677 2.585986 -0.172 -0.076 -0.123
O -1.669239 0.802007 1.838585 -0.090 -0.073 0.220
C -2.638643 -0.148251 2.344348 -0.049 0.241 -0.017
C -2.061638 -1.531640 2.246736 0.309 -0.130 0.132
O -0.829150 -1.457483 2.992181 0.036 -0.246 -0.400
H 0.296756 -2.906003 2.001742 0.029 -0.047 -0.095
H -0.447650 -3.464821 3.503195 -0.059 0.023 0.106
H 0.914324 -1.870321 4.802990 0.010 -0.045 0.035
H 1.975396 -2.955628 3.879198 0.079 0.008 -0.041
H 1.846897 -0.145623 5.027795 -0.007 0.050 0.032
H 3.380050 -0.061389 4.138929 0.037 -0.050 -0.019
H 2.126953 2.136395 4.299366 -0.026 0.021 0.032
H 2.443843 1.651417 2.617570 0.041 0.005 -0.041
H -0.123455 3.286831 3.485128 0.019 0.008 0.039
H 0.296384 2.785831 1.832291 0.009 0.006 -0.058
H -2.069400 1.881294 3.558366 0.025 0.028 0.051
H -2.163116 2.818833 2.057351 -0.045 -0.015 -0.042
H -2.829052 0.078060 3.392931 -0.060 -0.022 0.022
H -3.571241 -0.073155 1.786566 -0.004 0.047 -0.068
H -2.743841 -2.268117 2.671807 -0.016 -0.005 0.106
H -1.851915 -1.817416 1.211467 0.003 -0.032 -0.106
C 1.311907 0.891277 -0.014191 -0.108 -0.096 -0.057
C 0.820390 0.536228 -1.089367 0.007 -0.131 -0.873
C 0.404023 0.254360 -2.432393 0.139 0.132 0.409
C -0.452266 1.197219 -3.077519 -0.097 0.090 -0.073
C -1.327597 0.787751 -4.112282 0.027 0.037 0.086
C -2.138431 1.709372 -4.736377 0.006 0.031 0.018
C -2.081173 3.046250 -4.354187 -0.044 0.068 -0.039
C -1.240930 3.468624 -3.323531 -0.011 -0.045 -0.027
C -0.449968 2.552095 -2.671096 -0.001 -0.056 -0.027
C 0.878092 -0.933846 -3.075310 0.064 0.077 -0.051
C 1.282037 -2.050783 -2.317236 0.005 -0.061 -0.013
C 1.748210 -3.182268 -2.942132 0.019 -0.005 -0.030
C 1.875339 -3.203337 -4.332447 0.023 -0.050 0.004
C 1.536661 -2.093860 -5.097333 -0.013 0.028 0.051
C 1.036780 -0.965484 -4.480182 -0.002 -0.051 0.029
H -1.408785 -0.259106 -4.367939 0.018 -0.012 0.011
H -2.824181 1.393935 -5.510779 0.011 0.008 0.012
H -2.710955 3.769184 -4.857802 0.013 -0.009 0.018
H -1.212099 4.512365 -3.043300 0.003 -0.007 -0.001
H 0.216504 2.868992 -1.879573 0.001 -0.021 -0.007
H 1.197296 -2.022707 -1.239510 -0.014 0.026 0.029
H 2.029789 -4.049254 -2.360842 0.006 0.000 -0.014
H 2.266600 -4.087873 -4.818835 -0.012 0.008 0.011
H 1.683344 -2.104490 -6.168500 -0.003 -0.005 0.012
H 0.835474 -0.080663 -5.066774 0.003 0.010 0.020
```
Forces are in eV/Å.

***

[3]
# C23H27AgBrN8O4

A molecular structure, C23H27AgBrN8O4 in a non-equilibrium geometry (ωB97M-V/def2-TZVPD, OMol25).

- E (eV) = -118440.942
- gap between HOMO and LUMO (eV) = 4.49
- charge = -1
- LUMO level (eV) = 1.64

Structure (XYZ):
```
64
Properties=species:S:1:pos:R:3:forces:R:3
Ag 1.311569 -2.346978 -0.453516 0.239 -0.264 -0.066
Br -5.606789 4.034388 2.449902 -0.013 0.000 0.006
C -4.077775 4.204047 1.318462 0.014 0.114 -0.009
C -3.563192 5.464205 1.021398 -0.056 -0.100 0.042
C -2.460803 5.576044 0.207587 0.095 -0.080 -0.071
C -1.800048 4.442819 -0.353059 -0.237 0.131 0.031
C -2.346312 3.177877 0.000164 0.001 -0.036 0.071
C -3.467316 3.074903 0.804970 0.021 -0.058 -0.013
N -0.846931 4.687533 -1.280355 0.347 -0.031 -0.023
N -0.057651 3.715058 -1.736850 -0.260 -0.120 0.035
C 0.537689 2.842384 -0.964801 0.007 0.105 0.058
C 0.652691 3.004370 0.481342 -0.066 0.024 -0.031
C 1.189238 2.210988 1.406685 0.097 0.031 -0.155
C 1.734165 0.826011 1.255543 -0.214 -0.522 1.357
O 1.523827 0.033024 2.339252 -0.355 -0.104 -0.174
C 1.340811 0.458228 -1.179704 -0.061 -0.038 -0.099
N 1.607572 -0.615705 -1.931184 0.061 0.093 0.026
C 1.847759 -0.465335 -3.233856 -0.016 0.003 -0.017
C 1.841986 0.778250 -3.832200 -0.009 0.027 -0.020
C 1.481873 1.877489 -3.067981 0.030 -0.028 0.049
C 1.174846 1.743151 -1.714875 0.071 0.009 -0.067
H -4.030529 6.352523 1.427824 -0.009 -0.005 0.004
H -2.069521 6.553180 -0.047926 0.002 -0.002 0.000
H -1.889320 2.266595 -0.361270 0.041 0.031 -0.028
H -3.864942 2.095579 1.046856 0.004 0.005 0.001
H 0.294917 3.971801 0.812713 0.012 0.026 0.021
H 1.284101 2.575932 2.420555 -0.009 0.003 -0.003
H 2.044220 -1.370869 -3.795150 0.020 0.005 0.007
H 2.071058 0.881079 -4.884473 -0.003 -0.010 0.004
H 1.370113 2.858071 -3.509054 -0.004 0.004 -0.003
C 5.020446 -0.885622 2.198541 -0.059 0.002 0.010
C 3.928454 -0.647063 1.156547 0.140 -0.382 0.249
C 4.543443 -0.569474 -0.235327 0.026 0.083 0.036
O 3.023595 -1.759741 1.206066 -0.135 0.262 0.132
C 3.222971 0.685732 1.483756 0.363 0.412 -1.030
O 3.870083 1.583393 1.989190 0.051 0.129 0.013
O 1.110125 0.135255 0.105701 -0.010 0.200 -0.354
H 5.575452 -1.786722 1.929027 -0.012 -0.008 0.020
H 4.557259 -1.030935 3.175118 0.014 0.010 0.001
H 5.697113 -0.035823 2.264328 0.006 -0.009 -0.043
H 5.146163 -1.462971 -0.413042 -0.031 -0.020 -0.012
H 5.189169 0.306462 -0.312856 0.013 -0.002 0.027
H 3.775938 -0.508290 -1.001949 0.017 -0.001 -0.023
H 2.311869 -1.381768 1.803792 -0.067 0.008 -0.004
C -4.270513 -3.109766 0.451300 0.026 0.035 0.004
N -3.150501 -2.363648 -0.107617 0.054 -0.087 -0.081
C -3.327017 -0.921399 -0.028287 -0.014 -0.013 0.001
C -1.850400 -2.832115 0.079704 -0.112 0.202 0.157
N -0.860675 -2.162694 0.491898 -0.053 -0.071 -0.021
N -1.719720 -4.176596 -0.304596 -0.011 -0.027 -0.149
C -0.586072 -4.971008 -0.355710 0.060 -0.098 0.098
N -0.938809 -6.284792 -0.680271 -0.059 0.113 0.073
N 0.608578 -4.563442 -0.176339 -0.141 0.065 -0.100
H -5.129214 -3.057907 -0.219880 -0.011 0.008 0.015
H -4.567114 -2.696445 1.422056 0.007 -0.010 0.009
H -4.006762 -4.153313 0.604752 -0.013 -0.007 -0.016
H -4.289682 -0.667345 -0.470483 -0.002 0.004 0.013
H -2.548274 -0.414187 -0.594791 -0.011 0.003 -0.012
H -3.314532 -0.551115 1.004117 0.021 -0.007 0.002
H -1.099601 -1.225351 0.797582 0.136 0.008 0.082
H -2.465709 -4.504203 -0.896132 -0.006 0.003 -0.005
H -1.769613 -6.615253 -0.212067 0.019 -0.044 -0.006
H -0.178785 -6.942919 -0.623419 0.020 0.002 -0.018
H 1.265042 -5.335595 -0.177731 0.027 0.021 -0.002
```
Forces are in eV/Å.